This record from the Open Molecules 2025 dataset describes 7 unconnected molecules or ions with the total composition C45H45F6IN2O23 in a non-equilibrium geometry. The level of theory is the ωB97M-V functional and the def2-TZVPD basis.

## Properties
**Kohn-Sham gap**: 7.14 eV
**Structure (SMILES)**: [H]/N=C/Cc1c(C/C(C)=N/[H])cc(C(=O)C(F)(F)C(F)(F)C(F)(F)C(=O)O)c2c1C(=O)c1c(C[C@H](C)I)cccc1C2=O.O=C1OCCO1.O=C1OCCO1.O=C1OCCO1.O=C1OCCO1.O=C1OCCO1.O=C1OCCO1
**HOMO**: -9.0 eV
**2S+1**: 1

Last columns: bonded neighbours and bond lengths (Å).
Positions of all 122 atoms, in Å:
1 C -1.7652 2.8672 4.6940  C2 1.640, H42 1.172, H43 1.187, H44 1.193
2 C -1.7809 2.1592 6.1730  C1 1.640, N3 1.392, C4 1.642
3 N -2.4101 2.8546 7.2017  C2 1.392, H45 1.045
4 C -1.1099 0.7157 6.5739  C2 1.642, C5 1.640, H46 1.194, H47 1.190
5 C -0.8644 -0.3083 5.3169  C4 1.640, C6 1.673, C24 1.643
6 C 0.6950 -0.8881 5.1452  C5 1.673, C7 1.655, H48 1.193
7 C 1.1634 -1.8991 3.9218  C6 1.655, C8 1.656, C22 1.639
8 C 2.7494 -2.3664 3.8333  C7 1.656, O9 1.352, C10 1.652
9 O 3.0376 -3.6844 3.9266  C8 1.352
10 C 4.0127 -1.3111 3.6885  C8 1.652, F11 1.511, F12 1.483, C13 1.639
11 F 5.2386 -2.1064 4.0730  C10 1.511
12 F 3.8924 -0.2436 4.7107  C10 1.483
13 C 4.2836 -0.7826 2.1606  C10 1.639, F14 1.510, F15 1.493, C16 1.639
14 F 4.3885 -1.9441 1.2018  C13 1.510
15 F 5.6219 -0.1209 2.1474  C13 1.493
16 C 3.1274 0.2039 1.5478  C13 1.639, F17 1.481, F18 1.489, C19 1.667
17 F 2.1859 0.7673 2.5420  C16 1.481
18 F 2.3244 -0.4474 0.4757  C16 1.489
19 C 3.9106 1.4847 0.8240  C16 1.667, O20 1.361, O21 1.477
20 O 3.7001 2.7529 1.2721  C19 1.361
21 O 4.8091 1.3313 -0.3378  C19 1.477, H49 1.006
22 C 0.0266 -2.3621 2.8349  C7 1.639, C23 1.672, C40 1.673
23 C -1.5358 -1.7990 3.0305  C22 1.672, C24 1.646, C28 1.673
24 C -2.0105 -0.7958 4.2456  C5 1.643, C23 1.646, C25 1.640
25 C -3.5726 -0.3118 4.3627  C24 1.640, C26 1.671, H50 1.194, H51 1.183
26 C -4.5053 -1.3248 5.3095  C25 1.671, N27 1.387, H52 1.177
27 N -5.6038 -0.8254 5.9941  C26 1.387, H53 1.050
28 C -2.6059 -2.3247 1.8576  C23 1.673, O29 1.335, C30 1.673
29 O -3.8353 -2.7462 2.1646  C28 1.335
30 C -1.9729 -2.3171 0.3094  C28 1.673, C31 1.640, C39 1.673
31 C -2.7783 -1.7924 -1.0192  C30 1.640, C32 1.649, C36 1.659
32 C -4.3085 -1.1893 -0.9020  C31 1.649, C33 1.672, H54 1.194, H55 1.193
33 C -4.3184 0.4770 -0.7686  C32 1.672, C34 1.652, I35 2.188, H56 1.189
34 C -4.1132 1.0535 -2.3033  C33 1.652, H57 1.181, H58 1.187, H59 1.176
35 I -2.7692 1.2673 0.5582  C33 2.188
36 C -1.9678 -1.8639 -2.4652  C31 1.659, C37 1.643, H60 1.187
37 C -0.4288 -2.4042 -2.6616  C36 1.643, C38 1.639, H61 1.182
38 C 0.3723 -2.9268 -1.3302  C37 1.639, C39 1.640, H62 1.188
39 C -0.4066 -2.8699 0.1123  C30 1.673, C38 1.640, C40 1.673
40 C 0.3652 -3.3391 1.5200  C22 1.673, C39 1.673, O41 1.345
41 O 1.1573 -4.4243 1.5852  C40 1.345
42 H -1.4025 2.1796 3.8167  C1 1.172
43 H -1.1256 3.8656 4.7571  C1 1.187
44 H -2.8809 3.2281 4.4741  C1 1.193
45 H -2.7894 3.7662 6.8606  N3 1.045
46 H -0.0505 0.9708 7.0613  C4 1.194
47 H -1.8053 0.1470 7.3538  C4 1.190
48 H 1.5656 -0.5558 5.8900  C6 1.193
49 H 4.6846 2.0704 -1.0093  O21 1.006
50 H -4.0485 -0.3921 3.2707  C25 1.194
51 H -3.7140 0.8206 4.6733  C25 1.183
52 H -4.1803 -2.4564 5.2938  C26 1.177
53 H -6.0154 -1.6659 6.4696  N27 1.050
54 H -5.0091 -1.5511 -1.7988  C32 1.194
55 H -4.8714 -1.5642 0.0809  C32 1.193
56 H -5.3828 0.8420 -0.3842  C33 1.189
57 H -4.4983 2.1639 -2.4212  C34 1.181
58 H -2.9411 1.0715 -2.4920  C34 1.187
59 H -4.6868 0.3386 -3.0394  C34 1.176
60 H -2.5248 -1.4998 -3.4479  C36 1.187
61 H 0.1554 -2.4221 -3.6891  C37 1.182
62 H 1.4952 -3.3152 -1.3112  C38 1.188
63 C 9.2529 -0.2446 3.6834  C64 1.494, O68 1.415, H69 1.093, H70 1.095
64 C 8.7493 -1.1282 2.5886  C63 1.494, O65 1.415, H71 1.095, H72 1.093
65 O 9.6670 -0.8980 1.5365  C64 1.415, C66 1.365
66 C 10.8235 -0.4524 2.1089  O65 1.365, O67 1.220, O68 1.365
67 O 11.8792 -0.3171 1.5133  C66 1.220
68 O 10.6445 -0.1790 3.4344  C63 1.415, C66 1.365
69 H 9.0558 -0.6582 4.6763  C63 1.093
70 H 8.8362 0.7666 3.6298  C63 1.095
71 H 8.7806 -2.1888 2.8596  C64 1.095
72 H 7.7326 -0.8701 2.2800  C64 1.093
73 C -8.0595 0.8688 -5.8448  C74 1.494, O78 1.415, H79 1.093, H80 1.095
74 C -6.6165 0.5359 -6.0446  C73 1.494, O75 1.415, H81 1.095, H82 1.093
75 O -5.9649 1.3024 -5.0496  C74 1.415, C76 1.365
76 C -6.8841 1.5446 -4.0698  O75 1.365, O77 1.220, O78 1.365
77 O -6.6205 2.0325 -2.9835  C76 1.220
78 O -8.1359 1.1687 -4.4638  C73 1.415, C76 1.365
79 H -8.7184 0.0334 -6.0971  C73 1.093
80 H -8.3682 1.7507 -6.4157  C73 1.095
81 H -6.4039 -0.5242 -5.8703  C74 1.095
82 H -6.2602 0.8106 -7.0412  C74 1.093
83 C -8.4295 -2.9427 -2.1143  C84 1.494, O88 1.415, H89 1.093, H90 1.095
84 C -8.9330 -3.8263 -3.2091  C83 1.494, O85 1.415, H91 1.095, H92 1.093
85 O -8.0153 -3.5961 -4.2612  C84 1.415, C86 1.365
86 C -6.8589 -3.1505 -3.6888  O85 1.365, O87 1.220, O88 1.365
87 O -5.8031 -3.0152 -4.2844  C86 1.220
88 O -7.0378 -2.8771 -2.3634  C83 1.415, C86 1.365
89 H -8.6265 -3.3563 -1.1215  C83 1.093
90 H -8.8462 -1.9315 -2.1680  C83 1.095
91 H -8.9017 -4.8870 -2.9382  C84 1.095
92 H -9.9498 -3.5682 -3.5178  C84 1.093
93 C 11.5222 2.6832 -0.1774  C94 1.494, O98 1.415, H99 1.093, H100 1.095
94 C 10.4844 2.9929 0.8522  C93 1.494, O95 1.415, H101 1.095, H102 1.093
95 O 10.3281 4.3952 0.7450  C94 1.415, C96 1.365
96 C 10.7295 4.7444 -0.5122  O95 1.365, O97 1.220, O98 1.365
97 O 10.5704 5.8491 -1.0040  C96 1.220
98 O 11.3309 3.6962 -1.1471  C93 1.415, C96 1.365
99 H 11.3870 1.6925 -0.6200  C93 1.093
100 H 12.5402 2.7605 0.2184  C93 1.095
101 H 9.5244 2.5124 0.6359  C94 1.095
102 H 10.8024 2.7140 1.8605  C94 1.093
103 C -11.9896 3.1818 -4.0233  C104 1.494, O108 1.415, H109 1.093, H110 1.095
104 C -11.1629 3.9764 -4.9816  C103 1.494, O105 1.415, H111 1.095, H112 1.093
105 O -10.6822 2.9989 -5.8847  C104 1.415, C106 1.365
106 C -11.5533 1.9491 -5.8341  O105 1.365, O107 1.220, O108 1.365
107 O -11.5397 1.0049 -6.6061  C106 1.220
108 O -12.4419 2.0943 -4.8080  C103 1.415, C106 1.365
109 H -12.8345 3.7532 -3.6291  C103 1.093
110 H -11.4010 2.7928 -3.1858  C103 1.095
111 H -11.7564 4.7100 -5.5373  C104 1.095
112 H -10.3332 4.4904 -4.4885  C104 1.093
113 C 10.4960 -0.9247 -2.4209  C114 1.494, O118 1.415, H119 1.093, H120 1.095
114 C 11.9197 -0.4712 -2.4471  C113 1.494, O115 1.415, H121 1.095, H122 1.093
115 O 12.3418 -0.7997 -3.7571  C114 1.415, C116 1.365
116 C 11.2199 -0.8572 -4.5329  O115 1.365, O117 1.220, O118 1.365
117 O 11.2276 -0.9493 -5.7491  C116 1.220
118 O 10.0892 -0.7972 -3.7704  C113 1.415, C116 1.365
119 H 9.8739 -0.3060 -1.7684  C113 1.093
120 H 10.3963 -1.9726 -2.1192  C113 1.095
121 H 12.0167 0.6103 -2.3049  C114 1.095
122 H 12.5336 -0.9842 -1.7017  C114 1.093

Results of the Mulliken charge analysis, in e, for atoms 1 through 4: -0.8541 0.3850 -0.6788 -0.4829